Entry P
Formula: C4H3N3O3
Source: the Open Molecules 2025 dataset
Level of theory: the ωB97M-V functional and the def2-TZVPD basis

Output
- Structure (SMILES): N#CC[C@@](O)(C#N)[N+](=O)[O-]
- HOMO energy: -12.25 eV
- Orbital gap: 11.1 eV

ORCA input file:
```
! RIJCOSX wB97M-V def2-TZVPD def2/J DEFGRID3
* xyz 0 1
O -1.2180 -2.0217 0.1674
O 0.0773 0.9155 1.2663
O -0.9443 -1.2575 2.2220
N -0.9451 -1.1819 1.0039
N -2.9205 1.2032 -0.1191
N -0.0387 2.3858 -2.0137
C 0.0256 -0.0343 -1.0584
C -1.9241 0.7245 0.1702
C 0.1477 1.3513 -1.5686
C -0.5550 0.1524 0.3349
H 0.9749 -0.6190 -0.9713
H -0.7819 -0.4199 -1.5738
H -0.0332 0.5933 2.1361
*
```

Atom charges from the natural (NBO) analysis, given in e for atoms 1 to 4: -0.34, -0.67, -0.35, 0.52

---

Entry Q
Formula: C4H3N3O3
Source: the Open Molecules 2025 dataset
Level of theory: the ωB97M-V functional and the def2-TZVPD basis

Output
- HOMO energy (alpha / beta): -8.83 / -10.38 eV
- Orbital gap (alpha / beta): 7.3 / 9.2 eV

ORCA input file:
```
! RIJCOSX wB97M-V def2-TZVPD def2/J DEFGRID3
* xyz 0 1
O -0.0100 0.8541 0.9496
O 2.9727 -0.7635 -1.4796
O 3.5228 0.8778 -0.0687
N 1.3139 -1.8033 2.6430
N -1.8636 -2.6672 -0.3817
N 2.9068 0.1473 -0.7505
C 0.7973 -1.3121 1.7323
C 0.3311 -0.4588 0.7834
C -0.0293 -0.9564 -0.5379
C -0.9370 -2.0039 -0.5159
H 0.2495 1.2143 1.7917
H 0.9263 -1.1624 -1.2197
H -0.4148 -0.2458 -1.1760
*
```

Atom charges from the natural (NBO) analysis, given in e for atoms 1 to 4: -0.62, -0.27, -0.25, -0.23

---

Order of stability, best first: entry P, entry Q